{
  "formula": "C12H26O3Si2",
  "method": "ωB97M-V/def2-TZVPD",
  "spin_multiplicity": 1,
  "relative_energy_kcal_mol": 69.9,
  "orbital_gap_ha": 0.378,
  "species": ["O", "O", "O", "C", "C", "C", "C", "C", "C", "C", "C", "C", "C", "C", "C", "Si", "Si", "H", "H", "H", "H", "H", "H", "H", "H", "H", "H", "H", "H", "H", "H", "H", "H", "H", "H", "H", "H", "H", "H", "H", "H", "H", "H"],
  "coordinates": [[-1.58, -2.34, -0.54], [-3.25, -0.83, 0.03], [1.31, 0.47, 1.94], [-2.53, -1.68, -0.80], [-2.31, -2.48, -3.06], [-2.91, -1.64, -2.22], [-4.12, -0.89, -2.71], [-2.69, -0.70, 1.34], [-1.20, -0.26, 1.27], [2.26, -0.77, -0.92], [2.75, -1.91, 1.85], [3.92, 0.78, 0.92], [1.10, 3.16, 1.78], [1.02, 2.41, -0.85], [-1.06, 1.13, 0.72], [2.38, -0.30, 0.95], [0.77, 1.64, 0.85], [-2.57, -2.56, -4.12], [-1.44, -3.10, -2.84], [-3.94, -0.26, -3.62], [-4.49, -0.16, -1.97], [-4.95, -1.55, -3.01], [-3.45, -0.06, 1.88], [-2.73, -1.72, 1.87], [-0.73, -0.26, 2.27], [-0.55, -0.95, 0.68], [3.03, -1.49, -1.27], [2.39, 0.21, -1.36], [1.32, -1.18, -1.19], [3.72, -1.85, 2.30], [2.04, -2.03, 2.71], [2.72, -2.75, 1.15], [4.15, 0.86, -0.15], [4.69, 0.17, 1.48], [3.64, 1.73, 1.31], [1.98, 3.74, 1.59], [1.20, 2.83, 2.85], [0.33, 3.82, 1.58], [0.47, 1.88, -1.58], [2.07, 2.53, -1.19], [0.51, 3.33, -0.92], [-1.77, 1.76, 1.28], [-1.50, 1.27, -0.30]]
}